This record from the Open Molecules 2025 dataset describes a cluster of 2 separate species, C5H12NO6PS in total. The level of theory is ωB97M-V with the def2-TZVPD basis set.

```
26
Properties=species:S:1:pos:R:3:forces:R:3
C 2.778494 -1.035870 1.012815 2.95 -0.76 -4.16
C 1.860830 0.078686 1.358519 -2.80 -1.73 1.37
C 1.454876 0.986571 0.212347 0.50 2.69 0.42
C 0.545931 0.488278 -0.896088 -3.15 2.23 0.58
C -0.722385 -0.224581 -0.318818 1.88 0.40 1.36
N -2.918975 1.109208 -2.168520 -0.54 -0.26 1.68
O -1.402992 -0.967480 -1.271641 -0.99 -1.80 -1.02
O 0.230966 -2.973583 -0.730016 -1.76 2.42 1.54
O -3.094499 0.292066 0.799506 1.02 0.21 -0.17
O -1.864471 -2.634748 0.797825 0.01 0.25 0.25
O -1.009848 0.792331 2.057149 -0.72 -0.18 -1.22
O -1.675472 2.202137 0.188690 0.21 -0.72 0.04
P -0.846691 -2.026190 -0.082859 1.88 -1.76 -2.57
S -1.728458 0.824933 0.751649 -0.44 1.13 2.40
H 3.853049 -0.689167 0.773690 -1.14 0.02 0.49
H 2.545812 -1.514635 -0.022013 -0.27 0.86 1.57
H 2.961833 -1.929219 1.576449 -0.60 -0.14 1.22
H 2.269504 0.736078 2.127067 0.00 -0.20 0.24
H 0.891253 -0.454929 1.808134 1.90 1.62 -0.81
H 0.971604 1.901722 0.712512 0.24 -1.41 -0.77
H 2.395686 1.462209 -0.183917 -0.52 -0.60 -0.14
H 0.907634 -0.230042 -1.540526 1.42 -1.59 -1.28
H 0.118860 1.363695 -1.612440 1.10 -1.66 1.80
H -3.781428 0.769649 -1.622062 1.71 0.84 -0.84
H -2.273651 1.460308 -1.377904 -1.68 0.03 -1.67
H -2.467474 0.212581 -2.349555 -0.22 0.11 -0.32
```
Positions in Å, forces in eV/Å.

Values from the calculation:
**LUMO level**: 5.932 eV
**Orbital gap**: 7.75 eV
**HOMO energy**: -1.82 eV
**Relative energy (zero: lowest compared OMol25 entry of this formula, charge and spin)**: 1.3871 eV
**Total charge**: -2
**Multiplicity**: 1

This record from the Open Molecules 2025 dataset describes a structure of composition C47H47N8O3S2ScSi2. The level of theory is ωB97M-V with the def2-TZVPD basis set.

```
110
Properties=species:S:1:pos:R:3:forces:R:3
Sc 0.229714 0.917145 1.454701 -0.13 0.75 -0.59
C 1.898171 5.735097 4.640669 0.01 0.22 0.11
C 3.056187 5.017047 4.385977 -0.06 0.33 0.17
C 3.016479 3.847402 3.662656 -0.04 -0.38 -0.30
C 1.794764 3.336877 3.170703 -0.09 0.79 0.50
C 0.633033 4.089631 3.425627 0.02 -0.38 -0.25
C 0.691251 5.262164 4.142368 0.07 0.19 0.15
N 1.703340 2.132875 2.517887 -0.42 -1.79 -0.74
N 2.890738 1.436896 2.642539 0.47 -0.25 0.06
C 2.961195 0.203778 2.222812 -0.20 1.16 0.38
C 4.251324 -0.394147 2.516640 0.40 -0.60 0.06
C 4.572218 -1.628717 2.127484 -0.02 0.03 0.15
C 3.631548 -2.386153 1.266113 -0.09 -0.01 0.13
C 2.189874 -1.792239 1.171436 -0.70 -0.67 -0.10
N 1.934435 -0.474862 1.657025 -0.55 0.81 0.11
H 1.932412 6.648136 5.220255 0.00 0.07 0.03
H 4.003409 5.380577 4.773466 0.02 -0.04 -0.05
H 3.917414 3.287265 3.469797 0.00 0.00 0.04
H -0.322945 3.714424 3.075076 0.08 0.07 -0.01
H -0.216678 5.816324 4.339350 -0.12 -0.01 -0.05
H 4.905446 0.217340 3.121928 0.05 0.02 -0.02
H 5.511317 -2.101809 2.395517 0.09 0.14 0.03
H 3.620292 -3.449804 1.533738 -0.12 0.14 0.01
H 1.419002 -2.474488 1.566850 0.17 0.05 -0.08
C 3.515854 0.075710 -5.136705 0.40 -0.12 0.12
O 2.233872 0.500705 -5.543211 -0.75 -0.13 -0.05
C 1.307121 -0.527885 -5.644261 0.08 0.08 0.03
C 1.178600 -1.216737 -6.835181 0.02 0.10 0.11
C 0.257353 -2.242992 -6.965203 -0.04 -0.11 -0.08
C -0.535618 -2.577119 -5.881151 0.01 -0.01 -0.10
C -0.425137 -1.892185 -4.685420 0.04 0.00 0.09
C 0.493062 -0.845473 -4.537635 0.02 -0.23 -0.44
N 0.682015 -0.162495 -3.368490 0.15 0.58 0.34
C -0.054172 -0.255430 -2.175362 0.52 -0.26 0.08
N -1.403377 -0.291044 -2.376770 -0.24 0.14 -0.58
C -2.423550 0.069348 -1.471368 -0.23 0.20 0.09
C -2.688816 -0.526942 -0.235391 0.31 -0.17 0.08
C -3.694787 0.062480 0.536677 0.09 -0.19 0.07
C -4.402238 1.173668 0.123837 -0.21 -0.15 -0.17
C -4.231894 1.654125 -1.164010 0.16 -0.11 -0.10
C -3.266939 1.080348 -1.965067 -0.13 -0.23 -0.03
O -3.119853 1.461913 -3.303459 0.29 0.18 0.69
C -4.016277 0.802185 -4.166989 -0.23 -0.12 -0.29
N 0.534731 -0.363334 -1.044265 -0.45 0.34 0.26
C 1.923728 -0.557279 -1.012844 0.69 0.44 -0.37
C 2.300203 -1.862048 -0.395711 -0.10 0.06 0.09
C 3.788817 -2.221164 -0.279674 0.16 -0.22 -0.25
C 4.713553 -1.135413 -0.703972 0.10 0.06 -0.12
C 4.277296 0.036636 -1.159875 0.54 -0.14 0.00
C 2.871012 0.349470 -1.328204 -1.02 -0.22 0.03
O 2.556568 1.584321 -1.884859 -0.03 -0.91 -0.18
C 2.816171 2.676092 -1.016455 -0.07 0.40 0.56
H 4.148210 0.961234 -5.163516 0.06 -0.05 0.05
H 3.913021 -0.683973 -5.821583 -0.02 0.06 0.03
H 3.511191 -0.331738 -4.120171 -0.02 0.01 0.00
H 1.807519 -0.932284 -7.665785 0.11 0.07 -0.05
H 0.170429 -2.779782 -7.898381 -0.02 -0.02 -0.08
H -1.251124 -3.384109 -5.964935 -0.04 -0.03 0.03
H -1.039726 -2.178319 -3.845425 -0.02 0.01 0.04
H 1.407937 0.547201 -3.345074 -0.05 -0.10 0.01
H -1.626429 0.154494 -3.267495 0.19 -0.16 0.19
H -3.912961 -0.365234 1.504453 -0.02 -0.02 0.21
H -5.101016 1.658131 0.787024 -0.07 0.00 0.08
H -4.811487 2.483191 -1.537344 -0.06 0.13 -0.07
H -3.729958 1.095526 -5.177951 -0.08 -0.04 0.01
H -5.055860 1.103130 -3.984598 0.12 -0.03 0.05
H -3.946714 -0.292509 -4.077244 0.02 0.13 0.05
H 1.702971 -2.665688 -0.827911 0.01 0.05 0.04
H 4.065136 -3.160172 -0.779301 -0.03 0.13 0.03
H 5.773765 -1.334075 -0.616381 0.12 0.11 0.01
H 4.979904 0.808978 -1.444579 0.07 0.05 -0.03
H 2.533292 3.574094 -1.562313 0.00 -0.01 0.08
H 3.873334 2.725046 -0.727961 -0.04 -0.07 -0.09
H 2.199296 2.601705 -0.104359 0.33 0.10 -0.32
S -2.200747 2.669477 1.748492 0.57 -0.37 0.47
C -1.615433 3.430127 0.344799 0.00 -0.11 -0.01
S -0.422940 2.604626 -0.588099 0.36 -0.14 0.26
C -2.094066 4.672404 -0.067045 0.30 -0.81 0.20
C -3.144380 5.326667 0.573793 -0.97 0.45 0.57
N -4.035326 5.907248 1.026161 -0.03 0.01 0.09
C -1.552227 5.372472 -1.143082 0.61 0.62 -1.02
N -1.127301 6.020002 -2.001474 -0.04 -0.07 -0.04
C -2.463432 0.345098 4.459462 0.46 -0.04 -0.69
Si -1.214713 -0.585877 3.266102 -0.40 -0.80 1.80
C 0.118651 -1.159338 4.595551 -0.18 0.33 -0.51
C -2.122625 -2.339136 3.172066 0.38 0.75 -0.51
C -2.388444 -3.007941 4.367187 -0.01 0.12 0.22
C -2.769338 -4.332928 4.413154 -0.02 -0.07 0.12
C -2.895841 -5.040790 3.230845 -0.06 -0.15 -0.03
C -2.705475 -4.379856 2.035321 -0.03 -0.17 -0.24
C -2.341857 -3.032064 1.975552 0.13 0.51 -0.27
Si -2.285623 -2.339318 0.195367 -0.83 -1.01 -0.71
C -3.917377 -3.081097 -0.554907 0.49 0.14 0.28
C -0.941512 -3.277934 -0.800316 -0.22 0.52 0.28
H -2.799064 -0.248627 5.308484 0.09 -0.24 0.05
H -3.344692 0.673714 3.916874 -0.23 0.11 -0.15
H -1.988986 1.243185 4.848736 0.11 0.18 0.06
H -0.289761 -1.436825 5.567355 -0.22 0.02 0.07
H 0.839402 -0.360081 4.759034 0.15 0.15 0.01
H 0.675531 -2.016040 4.220981 0.13 -0.13 -0.14
H -2.276680 -2.471513 5.298209 0.08 0.06 0.12
H -2.943211 -4.824147 5.363122 -0.02 0.02 0.06
H -3.156271 -6.092238 3.240845 -0.02 -0.03 -0.02
H -2.832824 -4.936131 1.119125 -0.06 -0.13 -0.17
H -3.900963 -4.165014 -0.614753 0.08 -0.26 0.00
H -4.091660 -2.704751 -1.558694 0.06 0.18 -0.24
H -4.777701 -2.807526 0.047514 -0.17 0.15 0.17
H -1.396074 -4.004913 -1.468995 -0.24 -0.08 -0.02
H -0.270686 -3.813257 -0.134719 0.12 -0.03 0.16
H -0.348323 -2.602748 -1.400814 0.13 0.04 -0.09
```
Positions in Å, forces in eV/Å.

Values from the calculation:
**LUMO level**: 3.702 eV
**Orbital gap**: 5.21 eV
**HOMO energy**: -1.51 eV
**Total charge**: -2
**Multiplicity**: 1

This record from the Open Molecules 2025 dataset describes a structure of composition C21H30BCuN4O4S2. The level of theory is ωB97M-V with the def2-TZVPD basis set.

```
63
Properties=species:S:1:pos:R:3:forces:R:3
Cu -0.472115 0.319111 -0.857441 0.27 0.11 -0.34
C 2.839690 -0.428469 1.532988 -0.08 -0.05 0.02
C 1.975472 -0.480625 0.291804 -0.36 -0.02 -0.08
O 0.674746 -0.575715 0.526489 0.65 0.10 0.16
C 2.601629 -0.476729 -0.984800 -0.02 0.02 -0.01
C 4.029827 -0.536556 -1.057747 -0.07 0.01 -0.03
C 4.732206 -0.614676 -2.249936 -0.10 0.01 0.00
C 4.037706 -0.645253 -3.455072 -0.09 0.01 0.04
C 2.641094 -0.555183 -3.434194 0.06 -0.03 0.00
C 1.893555 -0.423418 -2.259595 -0.09 -0.06 -0.02
O 0.591329 -0.224955 -2.373814 0.26 -0.11 -0.02
H 2.178891 -0.369191 2.399625 0.03 0.02 0.01
H 3.509489 0.441336 1.540320 -0.02 -0.06 0.02
H 3.472302 -1.320314 1.646657 -0.02 0.06 0.00
H 4.592049 -0.547582 -0.132536 0.01 0.01 -0.04
H 5.816079 -0.667588 -2.238344 -0.02 0.00 0.03
H 4.567489 -0.729803 -4.398131 -0.03 0.00 0.02
H 2.073081 -0.559677 -4.360848 0.03 0.01 0.02
S -3.557305 2.534722 1.277569 -0.16 0.04 0.04
C -2.037671 2.657167 2.061212 -0.14 0.14 0.01
C -1.076488 2.142480 1.267593 0.13 0.02 -0.18
N -1.521857 1.666507 0.046343 0.14 -0.15 0.52
C -2.805105 1.806161 -0.071131 -0.37 0.14 -0.18
H -1.941732 3.082228 3.047096 0.04 -0.03 -0.05
H -0.026810 2.059734 1.512106 -0.03 -0.08 -0.06
H -3.354379 1.527943 -0.961842 0.09 0.00 0.08
C 0.063010 -3.202664 2.513393 0.12 0.08 0.03
C -1.331572 -3.124912 1.926437 -0.05 0.05 0.00
C -2.077934 -4.435016 2.141026 -0.05 0.01 -0.03
O -1.197989 -2.969255 0.494358 -0.11 -0.09 -0.03
B -2.017046 -1.965480 0.109082 0.24 -0.03 0.12
O -2.702697 -1.355881 1.118382 -0.05 0.02 -0.02
C -2.153999 -1.850924 2.372608 0.12 -0.05 -0.10
C -3.316336 -2.143035 3.304370 -0.11 0.03 -0.04
C -1.297727 -0.735471 2.951370 -0.03 0.09 -0.04
H 0.542500 -4.123577 2.178194 0.00 0.01 0.01
H 0.022864 -3.207397 3.605174 0.00 -0.05 0.00
H 0.663734 -2.357897 2.173871 -0.07 -0.03 -0.01
H -1.506174 -5.240492 1.679233 0.00 0.02 0.02
H -3.061836 -4.406297 1.669308 0.02 -0.02 0.03
H -2.199596 -4.653149 3.203620 0.00 -0.01 -0.02
H -4.037414 -2.828355 2.858389 0.05 0.02 0.04
H -3.830930 -1.204585 3.521730 0.02 -0.05 0.02
H -2.955365 -2.565015 4.245212 -0.02 0.01 -0.03
H -0.508574 -0.444770 2.251193 0.00 -0.14 0.08
H -0.859644 -1.037296 3.905463 0.01 0.01 -0.02
H -1.938795 0.132816 3.123627 0.01 -0.10 0.04
N -2.572211 -1.432495 -2.477130 -0.07 0.00 -0.04
C -2.272730 -1.630608 -1.384835 -0.14 0.00 0.09
C 1.659903 2.676277 -3.359815 -0.12 0.01 0.00
N 0.252212 2.313906 -3.341678 -0.11 0.24 0.21
C -0.772587 3.109420 -3.044514 0.10 -0.05 -0.07
S -2.372120 2.705001 -3.417924 0.11 0.03 0.05
N -0.511005 4.336594 -2.465725 0.09 0.02 -0.05
C 0.360150 4.492680 -1.298190 -0.14 -0.07 -0.07
H 2.149224 2.090548 -4.133836 -0.01 -0.03 0.00
H 2.168879 2.448866 -2.420640 -0.02 -0.01 0.04
H 1.761548 3.733133 -3.601753 -0.01 0.03 0.02
H 0.059890 1.311316 -3.383652 0.08 -0.09 -0.07
H -1.388010 4.821192 -2.364055 -0.03 0.07 0.00
H 1.407095 4.352125 -1.538528 0.08 -0.01 -0.07
H 0.099945 3.798324 -0.496069 -0.01 -0.01 -0.01
H 0.238189 5.510688 -0.932092 -0.02 0.01 0.01
```
Positions in Å, forces in eV/Å.

Values from the calculation:
**LUMO level (alpha / beta)**: 2.165 / 2.164 eV
**Orbital gap (alpha / beta)**: 3.58 / 5.93 eV
**HOMO energy (alpha / beta)**: -1.42 / -3.77 eV
**Relative energy (zero: lowest compared OMol25 entry of this formula, charge and spin)**: 0.0000 eV
**Total charge**: -1
**Multiplicity**: 2

This record from the Open Molecules 2025 dataset describes a cluster of 2 separate species, C2H4FIOS in total. The level of theory is ωB97M-V with the def2-TZVPD basis set.

```
10
Properties=species:S:1:pos:R:3:forces:R:3
C -0.988129 0.008371 1.225703 0.47 -0.74 0.19
C -1.324951 -0.543036 0.117634 -0.54 -1.72 -3.12
F -0.836145 -1.762600 -0.318219 0.24 0.45 0.72
H -1.337076 0.916499 1.480297 -1.68 3.14 0.24
H -0.290140 -0.242516 1.951361 1.24 -1.55 0.84
H -1.924226 -0.199583 -0.746548 0.06 0.34 1.19
O 2.469517 -0.254529 -0.733931 -0.87 -0.88 0.47
S 1.708388 1.127890 -0.298557 0.64 0.49 0.45
I 0.664785 1.922611 -2.240785 -0.27 0.03 -0.42
H 1.857976 -0.973108 -0.436955 0.70 0.45 -0.58
```
Positions in Å, forces in eV/Å.

Values from the calculation:
**SMILES string**: C=CF.OSI
**LUMO level**: -0.363 eV
**Orbital gap**: 8.34 eV
**HOMO energy**: -8.71 eV
**Relative energy (zero: lowest compared OMol25 entry of this formula, charge and spin)**: 0.6892 eV
**Multiplicity**: 1

no.,energy (hartree)
1,-1443.510486
2,-4619.151636
3,-3800.064960
4,-949.520313